No. 1
C20H25NO5 in the gas phase. Source: the Open Molecules 2025 dataset; level of theory: wB97M-V/def2-TZVPD.

```
! RIJCOSX wB97M-V def2-TZVPD def2/J DEFGRID3
* xyz 0 1
C 4.10 1.62 -0.81
O 3.61 0.79 0.22
C 2.47 0.07 -0.02
C 1.76 0.13 -1.20
C 0.58 -0.59 -1.37
C -0.14 -0.36 -2.66
O 0.35 0.28 -3.57
N -1.38 -0.91 -2.74
C -2.30 -0.54 -3.79
C -3.13 0.69 -3.40
O -3.84 0.49 -2.20
C -3.18 0.57 -1.00
C -3.68 -0.22 0.03
C -3.09 -0.18 1.28
C -1.99 0.63 1.54
C -1.35 0.64 2.89
C -1.50 1.44 0.51
C -0.33 2.34 0.75
C -2.09 1.40 -0.74
C 0.14 -1.40 -0.35
C 0.85 -1.50 0.85
O 0.26 -2.34 1.75
C 0.89 -2.70 2.96
C 2.02 -0.76 1.03
O 2.67 -0.81 2.25
C 4.07 -0.99 2.26
H 3.39 2.40 -1.08
H 5.01 2.07 -0.41
H 4.36 1.03 -1.70
H 2.08 0.76 -2.02
H -1.79 -1.30 -1.91
H -1.72 -0.32 -4.68
H -2.97 -1.39 -3.98
H -3.89 0.87 -4.16
H -2.48 1.57 -3.34
H -4.53 -0.85 -0.16
H -3.48 -0.80 2.07
H -1.43 1.63 3.35
H -0.30 0.40 2.82
H -1.84 -0.08 3.55
H -0.05 2.87 -0.16
H 0.53 1.77 1.10
H -0.57 3.08 1.52
H -1.69 2.03 -1.52
H -0.75 -2.00 -0.41
H 1.84 -3.20 2.79
H 1.04 -1.84 3.61
H 0.20 -3.40 3.43
H 4.38 -1.70 1.49
H 4.31 -1.39 3.25
H 4.60 -0.05 2.11
*
```

Calculated values
Strongest force on any atom, eV/A: 0.7
SMILES: COc1cc(C(=O)NCCOc2ccc(C)c(C)c2)cc(OC)c1OC
Frontier orbital gap, hartree: 0.3223
HOMO, Eh: -0.2951

natural (NBO) atomic charge list, values in e, 5 entries: atom 1 (C): -0.25, atom 2 (O): -0.51, atom 3 (C): 0.26, atom 4 (C): -0.29, atom 5 (C): -0.12

=====

No. 2
C20H25NO5S as an isolated structure in a non-equilibrium geometry. Source: the Open Molecules 2025 dataset; level of theory: wB97M-V/def2-TZVPD.

```
! RIJCOSX wB97M-V def2-TZVPD def2/J DEFGRID3
* xyz 0 1
C -2.15 4.33 0.67
C -2.01 3.20 -0.20
O -0.79 2.72 0.03
C -0.24 1.60 -0.80
C -0.96 0.85 -1.79
C -0.37 -0.35 -2.33
C 1.07 -0.67 -2.20
C 1.59 0.21 -1.51
C 1.07 1.21 -0.75
O 1.85 2.10 0.18
C 3.02 1.67 0.54
C 3.26 0.50 1.31
H 4.55 0.54 1.40
H 2.84 0.77 2.42
H 2.91 -0.28 0.86
H 3.64 2.61 1.00
H 3.90 1.70 -0.49
H 2.81 -0.05 -1.33
C 1.35 -1.62 -2.99
H 0.76 -2.19 -3.60
H 2.29 -1.37 -3.71
C 1.98 -3.01 -1.96
N 0.88 -3.23 -1.04
C 0.16 -4.34 -1.14
O -0.05 -5.05 -2.26
C -1.04 -4.18 -0.21
H -0.71 -5.06 0.33
H -2.13 -4.35 -0.69
O -0.92 -3.18 0.61
C -2.07 -2.30 0.63
O -3.30 -2.64 0.05
C -1.96 -1.08 1.19
C -2.88 -0.16 1.74
C -2.19 0.94 2.30
C -0.87 0.82 2.47
S -0.48 -0.65 1.95
C -0.10 1.90 2.98
H 0.64 2.26 2.54
H 0.70 1.31 3.78
H -0.61 2.39 3.78
H -2.72 1.79 2.89
H -3.83 -0.50 1.66
H 0.78 -2.57 -0.47
H 2.34 -3.74 -2.72
H 2.78 -2.60 -1.61
H -1.08 -0.75 -2.92
H -1.99 1.02 -1.67
H -2.03 3.43 -1.30
H -2.86 2.31 0.02
H -1.49 4.91 0.30
H -3.26 4.72 0.45
H -2.08 4.11 1.62
*
```

Calculated values
Strongest force on any atom, eV/A: 15.0
Frontier orbital gap, hartree: 0.2788
HOMO, Eh: -0.3100

natural (NBO) atomic charge list, values in e, 5 entries: atom 1 (C): -0.58, atom 2 (C): -0.02, atom 3 (O): -0.52, atom 4 (C): 0.25, atom 5 (C): -0.27

=====

No. 3
C20H25NO5S in the gas phase in a non-equilibrium geometry. Source: the Open Molecules 2025 dataset; level of theory: wB97M-V/def2-TZVPD.

```
! RIJCOSX wB97M-V def2-TZVPD def2/J DEFGRID3
* xyz 0 1
C -3.18 -1.83 -2.25
C -1.60 -2.08 -2.08
C -1.39 -2.88 -0.89
C -0.02 -3.18 -0.55
O 0.42 -2.13 -0.08
C 1.65 -1.94 0.47
C 2.60 -2.91 0.26
C 3.98 -2.56 0.35
C 4.31 -1.44 1.11
C 3.43 -0.60 1.55
C 2.01 -0.52 1.18
C 0.93 0.31 1.59
O 0.95 0.22 2.78
N 0.20 0.89 0.83
C 0.63 1.04 -0.69
C 1.25 2.36 -0.54
C 2.29 2.83 0.17
C 2.49 4.19 -0.40
C 1.84 4.42 -1.65
O 0.97 3.24 -1.59
C -0.78 1.64 1.39
C -1.77 2.26 0.38
C -2.69 1.47 -0.23
S -3.26 0.46 1.29
O -3.50 -0.78 0.85
O -4.43 1.18 1.68
C -1.79 0.55 2.22
H -3.86 -2.69 -2.56
H -3.35 -1.07 -3.19
H -3.69 -1.40 -1.49
H -1.16 -2.68 -2.92
H -1.22 -1.03 -2.00
H -1.91 -2.59 -0.01
H -1.90 -4.06 -1.01
H 0.02 -4.12 0.20
H 0.39 -3.30 -1.52
H 2.33 -3.72 -0.43
H 4.61 -3.25 0.44
H 5.47 -1.40 1.67
H 3.52 0.44 2.26
H 1.28 0.32 -0.66
H -0.20 1.20 -1.51
H 2.68 2.71 1.07
H 3.09 5.09 0.03
H 1.56 5.07 -2.42
H -0.39 2.39 2.08
H -1.18 2.86 -0.33
H -2.28 3.32 1.01
H -2.24 0.72 -1.09
H -3.56 1.94 -0.45
H -2.07 1.37 3.12
H -1.46 -0.28 2.54
*
```

Calculated values
Strongest force on any atom, eV/A: 12.1
SMILES: CCCCOc1ccccc1C(=O)N(Cc1ccco1)[C@H]1CCS(=O)(=O)C1
Frontier orbital gap, hartree: 0.3126
HOMO, Eh: -0.3000

natural (NBO) atomic charge list, values in e, 5 entries: atom 1 (C): -0.59, atom 2 (C): -0.42, atom 3 (C): -0.38, atom 4 (C): -0.05, atom 5 (O): -0.52

=====

No. 4
C20H25NS in the gas phase in a non-equilibrium geometry. Source: the Open Molecules 2025 dataset; level of theory: wB97M-V/def2-TZVPD.

```
! RIJCOSX wB97M-V def2-TZVPD def2/J DEFGRID3
* xyz 0 1
C 5.15 -0.82 0.73
C 3.76 -0.48 -0.13
C 3.70 1.08 -0.67
C 2.63 1.89 0.29
C 2.11 3.31 -0.41
C 0.51 3.59 -0.20
C 0.04 3.66 1.38
C -1.61 3.46 1.43
C -2.09 1.90 1.36
C -2.02 0.83 2.64
C -2.52 -0.76 2.45
C -3.07 -1.35 0.99
C -3.14 -0.23 -0.25
C -2.68 1.34 -0.08
S -3.77 -0.93 -1.90
C -2.94 -2.66 -1.94
C -2.31 -3.32 -3.30
C -1.57 -4.81 -3.19
C -1.50 -5.60 -1.73
C -2.17 -4.91 -0.36
C -2.90 -3.42 -0.45
N -3.53 -2.78 0.77
H 6.10 -0.51 0.10
H 5.14 -0.34 1.81
H 5.13 -2.00 0.89
H 2.87 -0.70 0.63
H 3.62 -1.18 -1.06
H 4.81 1.53 -0.62
H 3.42 1.11 -1.82
H 3.19 2.21 1.28
H 1.68 1.25 0.58
H 2.40 3.20 -1.56
H 2.72 4.24 -0.02
H -0.10 2.80 -0.82
H 0.28 4.66 -0.66
H 0.62 2.93 2.08
H 0.22 4.80 1.71
H -2.11 4.03 2.34
H -2.02 4.03 0.46
H -1.60 1.19 3.70
H -2.46 -1.55 3.34
H -2.75 2.09 -0.98
H -2.38 -2.70 -4.30
H -1.10 -5.27 -4.16
H -1.00 -6.65 -1.57
H -2.17 -5.44 0.69
H -4.57 -2.74 0.55
*
```

Calculated values
Strongest force on any atom, eV/A: 5.3
SMILES: CCCCCCCCc1ccc2c(c1)Sc1ccccc1N2
Frontier orbital gap, hartree: 0.2945
HOMO, Eh: -0.2955

natural (NBO) atomic charge list, values in e, 5 entries: atom 1 (C): -0.64, atom 2 (C): -0.41, atom 3 (C): -0.42, atom 4 (C): -0.42, atom 5 (C): -0.41

=====

No. 5
C20H26BaN3O6P as an isolated structure in a non-equilibrium geometry. Source: the Open Molecules 2025 dataset; level of theory: wB97M-V/def2-TZVPD.

```
! RIJCOSX wB97M-V def2-TZVPD def2/J DEFGRID3
* xyz 0 1
C 0.49 3.22 -3.68
C -0.82 2.81 -3.39
C -1.05 1.88 -2.37
C 0.12 1.57 -1.78
C 1.45 1.83 -1.96
C 1.60 2.76 -3.00
C -2.42 1.33 -2.09
C -2.53 -0.17 -1.81
N -2.68 -1.03 -2.94
Ba -0.22 0.30 0.22
C 2.59 1.10 -1.27
P 2.26 -0.68 -1.10
H -1.67 3.12 -3.92
H 2.60 3.02 -3.24
H 0.62 3.93 -4.46
H 2.82 1.54 -0.27
H 3.50 1.18 -1.88
H -2.91 1.84 -1.24
H -3.02 1.53 -2.98
H -1.62 -0.60 -1.33
C 3.46 -1.49 -0.06
C 2.11 -1.38 -2.71
H -3.33 -0.37 -1.07
C -1.52 -1.13 -3.82
C -3.24 -2.32 -2.60
H 0.21 -1.20 1.77
H -1.79 -1.73 -4.70
H -1.19 -0.14 -4.15
H -0.66 -1.63 -3.33
H -3.48 -2.88 -3.51
H -2.54 -2.94 -1.99
H -4.16 -2.18 -2.02
H 3.12 -1.32 -3.11
H 1.76 -2.41 -2.63
H 1.41 -0.81 -3.33
H 4.37 -1.38 -0.64
H 3.51 -1.01 0.91
H 3.16 -2.53 0.05
H -0.28 -1.67 1.29
O -2.24 -0.09 1.86
C -1.74 1.04 2.14
O -1.59 2.04 1.22
C -1.27 1.24 3.55
C -1.47 2.39 4.37
C -0.98 2.41 5.71
C -0.25 1.32 6.23
C -0.02 0.21 5.42
C -0.53 0.18 4.11
N 0.76 -0.90 5.95
O 1.16 -0.82 7.14
O 0.99 -1.88 5.19
N -1.30 3.51 6.60
O -1.98 4.46 6.12
O -0.88 3.45 7.78
H -2.04 3.23 4.00
H 0.12 1.34 7.26
H -0.36 -0.72 3.53
*
```

Calculated values
Strongest force on any atom, eV/A: 5.2
Frontier orbital gap, hartree: 0.1641
HOMO, Eh: -0.2250

Mulliken atomic charge list, values in e, 5 entries: atom 1 (C): -1.08, atom 2 (C): -0.47, atom 3 (C): -0.55, atom 4 (C): 1.73, atom 5 (C): -0.24